Entry 1:
# C49H46ClILuN8OS5

A molecular structure, C49H46ClILuN8OS5 at a distorted geometry (ωB97M-V/def2-TZVPD, the OMol25 dataset).

Summary:
Frontier orbital gap ... 6.0998 eV
DFT total energy ... -173955.84026 eV
Net charge ... -1
Strongest force on any atom ... 2.2 eV/Å
Highest occupied orbital energy ... -3.97 eV

Each line ends with the Mulliken charge.
CARTESIAN COORDINATES (ANGSTROEM)
Lu1 1.074 -0.567 0.019  2.381
S1 -0.763 -5.707 -1.312  -0.272
C1 0.647 -5.836 -2.281  0.947
C2 0.894 -6.658 -3.367  -0.665
C3 2.119 -6.619 -3.963  -0.555
C4 3.124 -5.802 -3.472  -0.573
C5 2.911 -4.990 -2.383  -0.221
C6 1.646 -4.971 -1.770  -0.683
N1 1.280 -4.228 -0.687  0.115
C7 0.052 -4.489 -0.333  -0.458
C8 -0.650 -3.868 0.791  0.536
C9 -1.496 -4.726 1.520  -0.445
C10 -2.322 -4.247 2.519  -1.135
C11 -2.209 -2.906 2.821  -0.705
C12 -1.328 -2.085 2.142  -1.489
C13 -0.535 -2.481 1.048  1.266
H1 0.190 -7.408 -3.689  0.395
H2 2.328 -7.218 -4.814  0.420
H3 4.091 -5.791 -3.975  0.396
H4 3.738 -4.343 -2.047  0.329
H5 -1.488 -5.791 1.274  0.457
H6 -2.980 -4.906 3.068  0.358
H7 -2.825 -2.458 3.600  0.428
H8 -1.363 -1.047 2.352  0.565
S2 1.731 2.314 0.162  0.017
C14 0.286 3.179 0.774  -0.229
N2 0.470 4.571 0.962  0.234
C15 -0.748 5.324 1.154  -0.898
C16 -1.745 4.554 2.040  -0.718
N3 -2.028 3.298 1.421  0.483
C17 -3.381 3.078 0.900  -1.483
C18 -4.302 2.643 2.044  0.690
C19 -5.465 3.388 2.280  -0.446
C20 -6.277 3.052 3.373  -0.591
C21 -5.915 1.989 4.195  -0.330
C22 -4.750 1.266 3.969  -0.724
C23 -3.938 1.617 2.904  0.182
C24 -0.921 2.569 0.892  -0.469
S3 -1.221 0.868 0.534  -0.652
C25 1.623 4.952 1.785  -1.928
C26 1.415 4.736 3.265  0.826
C27 1.574 3.460 3.811  0.168
C28 1.391 3.265 5.164  -0.639
C29 1.040 4.320 5.979  -0.448
C30 0.836 5.591 5.434  -0.555
C31 1.014 5.805 4.065  -0.489
H9 -1.180 5.458 0.149  0.366
H10 -0.471 6.336 1.500  0.439
H11 -2.654 5.141 2.128  0.542
H12 -1.388 4.451 3.085  0.151
H13 -3.320 2.316 0.152  0.577
H14 -3.753 4.033 0.486  0.382
H15 -5.720 4.229 1.631  0.317
H16 -7.179 3.635 3.585  0.351
H17 -6.565 1.765 5.044  0.336
H18 -4.473 0.460 4.649  0.387
H19 -2.991 1.135 2.696  0.213
H20 1.770 6.030 1.623  0.585
H21 2.513 4.415 1.429  0.550
H22 1.882 2.623 3.157  0.354
H23 1.559 2.273 5.583  0.423
H24 0.924 4.232 7.084  0.320
H25 0.623 6.406 6.128  0.355
H26 0.846 6.818 3.683  0.322
N4 2.531 -2.539 1.367  -0.338
C32 2.872 -2.067 2.751  -0.762
C33 1.637 -1.310 3.237  -0.581
N5 1.418 -0.130 2.390  -0.039
H27 1.878 -3.310 1.381  0.193
H28 3.332 -2.730 0.804  0.217
H29 3.694 -1.399 2.688  0.152
H30 3.162 -2.876 3.411  0.549
H31 1.799 -1.006 4.283  0.496
H32 0.748 -1.968 3.192  0.132
H33 2.269 0.424 2.355  0.153
H34 0.625 0.423 2.684  0.133
Cl1 7.512 -0.845 -3.644  -0.318
C34 6.290 -0.632 -2.472  0.641
C35 6.624 -0.194 -1.231  -0.378
C36 5.663 -0.042 -0.217  -0.556
I1 6.212 0.673 1.614  -0.051
C37 4.277 -0.293 -0.447  -0.316
O1 3.355 -0.125 0.416  -0.016
C38 3.971 -0.894 -1.760  -0.131
N6 2.654 -1.241 -1.956  1.129
C39 2.315 -1.717 -3.122  -0.311
C40 3.223 -1.839 -4.188  -1.434
C41 4.536 -1.504 -3.996  -0.984
C42 4.958 -1.014 -2.743  0.168
H35 7.661 0.028 -0.955  0.343
H36 1.300 -2.062 -3.263  0.131
H37 2.894 -2.288 -5.098  0.532
H38 5.264 -1.592 -4.785  0.412
S4 1.429 1.774 -1.805  -0.542
N7 -1.350 0.572 -2.913  0.163
C43 -1.573 -0.741 -2.873  -0.384
S5 -0.720 -1.858 -1.938  0.118
N8 -2.639 -1.220 -3.604  0.029
C44 -3.140 -0.753 -4.848  0.084
C45 -4.442 -1.126 -5.186  -0.524
C46 -4.970 -0.746 -6.408  -0.579
C47 -4.230 0.070 -7.229  -0.367
C48 -2.927 0.431 -6.905  -0.681
C49 -2.378 0.033 -5.695  -0.026
H39 -0.688 1.055 -2.273  -0.393
H40 -2.048 1.165 -3.340  0.275
H41 -2.860 -2.166 -3.334  0.289
H42 -4.980 -1.727 -4.515  0.473
H43 -5.992 -1.012 -6.653  0.360
H44 -4.657 0.436 -8.130  0.387
H45 -2.407 1.126 -7.559  0.354
H46 -1.353 0.306 -5.449  0.439


Entry 2:
# C49H46F5GeN2OS4Y

A molecular structure, C49H46F5GeN2OS4Y at a distorted geometry (ωB97M-V/def2-TZVPD, the OMol25 dataset).

Summary:
⟨S²⟩ ... 0.767
Frontier orbital gap (alpha / beta) ... 5.9660 / 4.7444 eV
Multiplicity ... 2
DFT total energy ... -171068.62453 eV
Net charge ... +1
Strongest force on any atom ... 2.9 eV/Å
Highest occupied orbital energy (alpha / beta) ... -8.95 / -8.96 eV

Each line ends with the Mulliken charge.
CARTESIAN COORDINATES (ANGSTROEM)
Y1 -5.885 -17.300 11.453  -0.148
S1 -3.624 -18.891 11.311  -0.314
C1 -3.139 -18.802 13.008  0.308
C2 -2.714 -19.939 13.736  -0.651
C3 -2.329 -19.882 15.083  -0.527
C4 -2.318 -18.663 15.759  -0.733
C5 -2.744 -17.516 15.093  -0.594
C6 -3.164 -17.559 13.746  0.716
S2 -3.827 -16.168 12.975  -0.549
H1 -2.724 -20.904 13.238  0.507
H2 -2.049 -20.786 15.587  0.460
H3 -1.957 -18.616 16.781  0.398
H4 -2.808 -16.564 15.618  0.427
F1 -12.271 -16.891 15.022  -0.325
C7 -10.940 -17.031 14.843  0.562
C8 -10.167 -17.524 15.902  0.193
F2 -10.740 -17.836 17.074  -0.276
C9 -8.798 -17.728 15.696  0.088
F3 -8.048 -18.231 16.719  -0.366
C10 -8.174 -17.410 14.462  0.842
S3 -6.423 -17.522 14.209  -0.045
C11 -8.997 -16.902 13.457  -0.777
F4 -8.391 -16.687 12.178  0.767
C12 -10.367 -16.732 13.586  -0.534
F5 -11.145 -16.313 12.549  -0.406
C13 -6.550 -20.180 8.224  -1.961
Ge1 -6.774 -19.857 10.172  2.448
C14 -8.696 -20.356 10.403  0.020
C15 -9.465 -19.701 11.388  0.308
C16 -10.799 -20.022 11.590  -0.602
C17 -11.387 -21.047 10.857  -0.646
C18 -10.662 -21.665 9.845  -0.762
C19 -9.336 -21.310 9.616  -0.076
C20 -5.853 -21.472 10.942  0.941
C21 -5.219 -22.357 10.090  -0.687
C22 -4.545 -23.495 10.604  -1.039
C23 -4.410 -23.662 11.954  -0.970
C24 -5.006 -22.764 12.866  0.956
C25 -4.850 -22.912 14.265  -0.865
C26 -5.406 -22.009 15.151  -0.936
C27 -6.171 -20.930 14.646  -0.696
C28 -6.302 -20.765 13.283  1.339
C29 -5.732 -21.661 12.359  -0.659
H5 -6.758 -21.234 8.014  0.613
H6 -5.503 -19.980 7.915  0.366
H7 -7.210 -19.571 7.578  0.326
H8 -8.985 -18.976 12.040  -0.067
H9 -11.350 -19.507 12.367  0.437
H10 -12.407 -21.339 11.067  0.396
H11 -11.098 -22.455 9.246  0.410
H12 -8.765 -21.811 8.838  0.295
H13 -5.200 -22.200 9.015  0.285
H14 -4.131 -24.206 9.925  0.463
H15 -3.868 -24.505 12.368  0.397
H16 -4.276 -23.768 14.616  0.383
H17 -5.319 -22.150 16.220  0.451
H18 -6.678 -20.239 15.299  0.408
H19 -6.886 -19.911 12.925  -1.078
C30 -7.452 -16.184 6.585  -0.688
C31 -6.840 -16.523 7.931  0.770
N1 -7.798 -16.363 9.029  1.147
C32 -8.300 -14.987 9.063  0.689
C33 -8.886 -14.558 7.730  -0.740
N2 -8.846 -15.686 6.768  0.063
C34 -9.612 -16.803 7.375  -1.063
C35 -8.923 -17.222 8.680  0.337
H20 -7.509 -17.070 5.926  0.359
H21 -6.884 -15.426 6.035  0.054
H22 -5.950 -15.917 8.159  -0.265
H23 -6.488 -17.576 7.989  -0.282
H24 -7.470 -14.356 9.389  -0.538
H25 -9.054 -14.954 9.875  0.021
H26 -8.322 -13.725 7.261  -0.031
H27 -9.954 -14.254 7.782  0.310
H28 -9.251 -15.421 5.861  0.316
H29 -9.646 -17.639 6.648  0.411
H30 -10.654 -16.478 7.550  0.284
H31 -8.571 -18.268 8.611  -0.813
H32 -9.654 -17.193 9.510  0.403
O1 -5.565 -15.234 10.878  -0.016
S4 -4.674 -14.004 11.237  0.428
C36 -5.545 -13.244 12.749  -0.767
C37 -6.853 -12.604 12.481  -0.466
C38 -7.960 -13.375 12.134  0.471
C39 -9.187 -12.778 11.802  -0.846
C40 -9.307 -11.394 11.824  -0.696
C41 -8.206 -10.609 12.170  -0.797
C42 -6.980 -11.210 12.465  -0.282
C43 -4.718 -12.439 10.122  -0.678
C44 -5.004 -12.761 8.718  0.596
C45 -6.049 -12.104 8.046  -0.431
C46 -6.281 -12.342 6.697  -0.546
C47 -5.476 -13.258 5.997  -0.566
C48 -4.484 -13.942 6.682  -0.660
C49 -4.231 -13.681 8.026  -0.466
H33 -4.828 -12.533 13.201  0.611
H34 -5.642 -14.102 13.440  0.381
H35 -7.883 -14.454 12.124  0.710
H36 -10.034 -13.421 11.565  0.516
H37 -10.254 -10.944 11.547  0.456
H38 -8.307 -9.527 12.207  0.388
H39 -6.138 -10.577 12.713  0.488
H40 -3.675 -12.077 10.259  0.573
H41 -5.439 -11.710 10.542  0.262
H42 -6.692 -11.413 8.569  0.438
H43 -7.062 -11.806 6.194  0.526
H44 -5.640 -13.434 4.933  0.477
H45 -3.872 -14.651 6.152  0.460
H46 -3.420 -14.216 8.527  0.472